# 1
Here is an isolated molecule of C24H18N2O3 from the Open Molecules 2025 dataset. Energies are from ωB97M-V/def2-TZVPD.

SMILES string: O=C(Nc1ccccc1-c1ccccc1)c1ccc(NC(=O)c2ccco2)cc1
E_LUMO (eV): 0.30
Energy (eV): -34303.7035
Gap between HOMO and LUMO (eV): 8.7

Geometry as ORCA input:
```
! RIJCOSX wB97M-V def2-TZVPD def2/J DEFGRID3
* xyz 0 1
H 9.28 1.16 0.77
H -0.55 -0.12 1.00
C 7.25 1.59 1.45
H -2.22 3.86 -1.84
C -5.17 -0.84 2.23
H 1.74 0.65 1.37
H -7.77 0.53 0.57
C 2.38 -1.85 -0.83
H -3.12 -0.62 1.70
N 3.90 -0.29 0.27
H 8.00 -0.72 -0.72
H 0.89 -3.13 -1.67
O -1.61 -3.38 -0.56
C -1.36 -2.20 -0.59
C 0.26 -0.60 0.48
C 2.62 -0.78 0.03
C -3.30 0.93 -0.52
C -1.30 0.61 -1.84
H -4.02 2.94 -0.43
H -4.96 -1.45 3.10
C -6.75 0.28 0.82
H -3.30 -1.68 -0.69
C -6.48 -0.51 1.92
C -3.26 2.28 -0.83
H -5.93 1.35 -0.84
H 3.95 0.47 0.94
H -7.29 -0.88 2.54
C 0.01 -1.66 -0.39
H 7.29 2.39 2.16
C -4.39 0.42 0.33
C 5.10 -0.69 -0.26
H 3.20 -2.33 -1.33
H -0.56 -0.05 -2.26
O 6.05 1.08 1.17
C -1.27 1.96 -2.12
C 7.57 -0.02 -0.03
N -2.37 -1.29 -0.76
C -5.71 0.74 0.03
C -2.30 0.08 -1.02
C -4.13 -0.38 1.44
H -0.48 2.35 -2.75
C 6.23 0.09 0.26
O 5.25 -1.57 -1.08
C 1.08 -2.29 -1.02
C 8.23 0.95 0.74
C -2.24 2.80 -1.62
C 1.56 -0.17 0.69
*
```

# 2
Here is a structure of composition C24H18N4O3RhS2 from the Open Molecules 2025 dataset. Energies are from ωB97M-V/def2-TZVPD.

E_LUMO (alpha / beta) (eV): -4.55 / -4.56
Energy (eV): -61957.1963
Gap between HOMO and LUMO (alpha / beta) (eV): 6.7 / 6.7

Geometry as ORCA input:
```
! RIJCOSX wB97M-V def2-TZVPD def2/J DEFGRID3
* xyz 1 1
H -1.36 -0.81 -2.85
H -2.21 0.81 -4.09
H 2.89 -3.21 2.14
O 0.70 2.53 -0.52
H -4.21 1.66 2.51
C 3.28 -1.26 -1.46
H -2.67 1.05 1.16
C -0.02 -1.44 2.33
H 0.99 -2.86 3.64
O 0.74 4.77 -0.63
C -5.00 0.16 5.37
C 1.15 -1.00 0.24
N -1.69 2.42 -1.52
H -5.59 -0.01 6.26
N -0.92 0.09 0.73
C -1.37 3.70 -0.92
N -1.82 -0.14 -2.25
H -1.75 4.55 -1.48
C -2.63 0.80 -3.08
C -2.10 -0.28 2.78
C 2.09 -2.54 1.86
S 4.50 -0.37 -3.81
Rh -0.46 1.02 -1.11
C 5.48 -2.17 -2.33
C -3.28 0.06 3.62
C -2.59 2.23 -2.58
H 5.64 -2.88 -1.53
C 2.17 -1.84 0.60
C 4.41 -1.35 -2.42
H 6.46 -0.73 -5.19
H -1.77 3.72 0.10
C 1.04 -2.35 2.69
S -3.61 -0.77 5.07
H 4.07 -2.62 -0.03
C -1.94 0.34 1.53
O -3.25 3.10 -3.07
C 3.25 -1.96 -0.30
C 2.18 -0.42 -1.73
C 0.13 3.74 -0.69
H -3.66 0.49 -3.17
C 6.40 -2.01 -3.41
C 5.98 -1.07 -4.29
H 2.13 0.18 -2.63
H 7.31 -2.58 -3.53
C -5.23 1.07 4.38
H -2.42 -0.68 -1.64
C 0.03 -0.78 1.13
N 1.15 -0.31 -0.91
H -1.19 -1.67 4.13
H -6.06 1.76 4.38
C -4.22 1.00 3.37
C -1.13 -1.17 3.17
*
```

# 3
Here is a structure of composition C24H19AsN3O8STi from the Open Molecules 2025 dataset. Energies are from ωB97M-V/def2-TZVPD.

E_LUMO (eV): -4.06
Energy (eV): -140831.8102
Gap between HOMO and LUMO (eV): 6.8

Geometry as ORCA input:
```
! RIJCOSX wB97M-V def2-TZVPD def2/J DEFGRID3
* xyz 1 1
H 5.07 5.40 1.16
C -0.63 -1.11 -4.84
O -1.72 -1.44 1.93
C 3.54 2.39 1.48
C 0.59 4.52 0.66
H 2.76 6.10 0.67
H -3.24 -1.76 3.30
C -3.15 -1.86 -3.94
H -1.78 -3.58 3.66
C 4.27 4.67 1.17
C 2.99 5.07 0.90
H 0.34 -0.83 -5.20
H -1.02 -2.39 -6.51
C -3.07 -1.86 2.23
C -0.69 -2.01 2.65
Ti -1.07 -0.26 0.13
H -3.73 -1.21 1.68
O -2.61 -1.30 -0.59
O -0.10 2.28 -2.89
C -2.66 -2.38 -5.13
C 0.30 -3.55 4.16
O 0.17 0.09 -1.11
C 0.54 -1.40 2.47
C 1.66 -1.85 3.14
H -1.46 3.93 0.47
H 3.76 1.36 1.70
C -0.83 -3.09 3.50
C -0.15 -2.48 -0.27
H 2.40 -3.31 4.51
H 5.56 3.03 1.68
O -4.51 -0.35 -1.84
O -2.37 0.86 -1.39
H 0.21 -4.40 4.83
N 1.33 0.62 1.76
H -3.27 -3.06 -5.71
H 2.17 0.86 -3.52
N 0.49 -0.30 1.58
H 0.39 5.57 0.44
C 1.13 1.83 1.20
C 4.54 3.33 1.47
As 0.06 0.68 -2.78
C -2.38 -0.98 -3.20
C -1.40 -2.00 -5.58
N 0.35 -3.50 -0.48
C -0.44 3.64 0.67
S -3.10 -0.37 -1.72
C 2.21 2.78 1.21
C 1.94 4.13 0.92
H -3.22 -2.89 1.91
O -1.20 1.42 0.89
H 2.61 -1.35 2.99
H -4.14 -2.13 -3.59
C 1.54 -2.94 3.99
H 0.77 -4.39 -0.68
C -0.18 2.27 0.90
O 1.59 0.10 -3.38
C -1.11 -0.59 -3.64
*
```

# 4
Here is a structure of composition C24H19AuF6N7PSeTe from the Open Molecules 2025 dataset. Energies are from ωB97M-V/def2-TZVPD.

E_LUMO (alpha / beta) (eV): -11.39 / -13.38
Energy (eV): -137528.7317
Gap between HOMO and LUMO (alpha / beta) (eV): 4.3 / 2.3

Geometry as ORCA input:
```
! RIJCOSX wB97M-V def2-TZVPD def2/J DEFGRID3
* xyz 3 2
N 0.24 1.58 0.07
P -2.14 -0.39 -2.44
F -3.39 0.07 -3.25
H -3.35 -1.44 0.53
H 3.39 -3.21 4.19
C -3.48 2.97 0.11
C 4.36 2.27 -6.40
N -1.59 -1.75 1.57
C 2.05 2.33 -2.92
H -2.63 3.56 -0.22
C -2.26 2.57 2.99
F -2.94 -1.60 -1.75
H -1.59 1.98 3.61
H 0.64 4.37 -1.60
N -0.72 -6.02 3.59
C 2.71 -2.57 3.64
C -2.80 -2.13 1.15
C 3.53 2.32 -5.22
F -0.85 -0.79 -1.42
C 0.56 -2.21 2.59
H -2.96 -5.25 2.45
C -2.59 -4.26 2.19
H -3.17 2.81 3.55
N 5.02 2.22 -7.33
F -2.72 0.57 -1.11
C 1.44 -3.05 3.30
C 1.03 1.25 -0.96
H 1.44 0.27 -1.17
C 3.00 3.31 -3.10
C -3.34 -3.37 1.46
H -4.33 -3.62 1.10
C -0.41 -4.80 3.27
H 4.03 -0.88 3.50
H -4.15 3.57 0.74
C -0.04 2.93 -0.06
N 1.27 2.32 -1.71
C 3.75 3.31 -4.27
H -4.00 2.52 -0.74
C -1.29 -3.89 2.57
H -1.78 3.48 2.65
N 1.71 -5.27 4.24
C 0.98 -4.37 3.64
F -1.29 0.91 -2.85
H 2.36 0.62 -5.81
F -1.53 -1.28 -3.56
C -0.81 -2.62 2.24
H 4.51 4.06 -4.43
H 1.00 0.64 -3.73
H 3.19 4.06 -2.34
Au -0.71 0.04 0.95
N 0.94 -0.99 2.20
H -0.64 3.47 0.64
C 0.61 3.39 -1.15
C 2.55 1.35 -5.04
Se 0.70 -6.73 4.40
C 1.79 1.35 -3.87
H 2.41 0.45 2.17
C 2.16 -0.54 2.52
Te -2.94 1.38 1.37
C 3.07 -1.30 3.25
*
```

# 5
Here is a structure of composition C24H19Cl2F5O3PRuSTe2 from the Open Molecules 2025 dataset. Energies are from ωB97M-V/def2-TZVPD.

E_LUMO (alpha / beta) (eV): -5.56 / -5.57
Energy (eV): -107256.7827
Gap between HOMO and LUMO (alpha / beta) (eV): 5.8 / 5.8

Geometry as ORCA input:
```
! RIJCOSX wB97M-V def2-TZVPD def2/J DEFGRID3
* xyz 1 1
C 1.78 3.50 -3.34
C 4.40 -0.19 1.08
S 0.17 3.95 -3.02
C 3.13 0.34 1.19
F -5.35 0.82 0.87
C 3.96 -0.82 -1.19
H 2.82 0.79 2.12
H 4.28 -1.27 -2.12
C -1.84 -2.12 -0.27
Ru -0.96 0.50 -1.25
C -2.77 -2.92 0.43
C 4.82 -0.78 -0.11
C 0.27 -0.53 2.48
H 2.88 1.69 -3.76
H 0.66 -1.32 1.86
H 2.03 -0.31 -1.95
H 0.03 3.42 0.21
H 5.07 -0.16 1.93
H -0.61 -4.70 -2.21
C 2.26 0.30 0.10
H -0.02 -1.81 4.17
C 0.70 1.47 -3.46
H 0.34 -2.87 -2.84
H 1.49 3.08 -0.75
C -0.60 0.21 4.59
O -1.62 -0.84 0.05
C 0.97 2.87 0.18
C 0.16 0.77 1.98
F -3.93 2.75 1.54
O -1.89 1.81 0.05
C 2.69 -0.27 -1.09
C -0.11 -0.80 3.78
H -0.90 0.00 5.61
H 0.58 0.43 -3.73
C -2.12 -4.93 -0.73
C -0.35 1.78 2.79
H -0.47 2.79 2.41
O -0.03 -0.98 -2.36
C -0.22 -2.20 -2.18
Cl -2.30 -6.63 -0.96
H 2.56 4.26 -3.37
H -1.11 2.29 4.72
H 5.81 -1.21 -0.18
Te -3.57 1.20 0.57
C -2.91 -4.27 0.20
C -1.22 -4.21 -1.46
F -3.85 -0.06 -0.83
C -1.09 -2.82 -1.26
C 1.93 2.16 -3.53
H 1.60 3.17 1.02
H -3.65 -4.82 0.77
C -0.38 2.31 -3.18
F -3.00 0.60 2.22
Te -2.39 1.92 -2.92
C -0.72 1.50 4.10
F -4.22 2.31 -0.86
P 0.64 1.10 0.28
Cl -3.83 -2.27 1.63
*
```

These records have strongest force on any atom values of 1.32; 1.70; 0.59; 0.61; 3.46 eV/A, in the order they appear.